1.
Formula: C2H3N2O2
Source: OMol25
Level of theory: ωB97M-V/def2-TZVPD

HOMO-LUMO gap ... 10.86 eV
Lowest unoccupied orbital energy ... -5.26 eV
Net charge ... +1

CARTESIAN COORDINATES (ANGSTROEM)
C  1.0674  -0.7660  -0.2211
C  -1.1763  1.3383  -0.3277
N  -0.9940  0.3177  -0.9284
N  0.8740  -0.5927  0.9882
O  -1.1838  2.2467  0.4093
O  1.3777  -0.9976  -1.2645
H  -1.3536  -0.3257  -1.5528
H  0.1079  -0.0531  1.2539
H  1.2809  -1.1676  1.6431



2.
Formula: C2H3N2O2
Source: OMol25
Level of theory: ωB97M-V/def2-TZVPD

HOMO-LUMO gap ... 12.25 eV
Lowest unoccupied orbital energy ... -4.63 eV
Net charge ... +1

CARTESIAN COORDINATES (ANGSTROEM)
C  0.2440  0.3238  0.0247
C  -1.7183  1.6501  2.1214
N  1.0482  1.0632  0.3688
N  -0.3660  -0.6737  -0.3809
O  -2.1817  2.4724  2.7707
O  -1.2861  0.7431  1.5334
H  1.7092  1.4955  0.9495
H  -0.9428  -0.8544  -1.1547
H  -0.7523  -1.3049  0.3790



3.
Formula: C2H3N2O2
Source: OMol25
Level of theory: ωB97M-V/def2-TZVPD

Structure (SMILES) ... O=C/N=C\[NH+]=O
HOMO-LUMO gap (spin up / spin down) ... 8.61 / 8.62 eV
Lowest unoccupied orbital energy (spin up / spin down) ... -7.89 / -7.89 eV
Net charge ... +1

CARTESIAN COORDINATES (ANGSTROEM)
O  1.5174  1.3643  -0.9348
C  0.8212  1.5190  0.0420
N  -0.4515  1.0756  0.2603
C  -0.8129  -0.0741  -0.1531
N  0.0340  -0.7211  -1.0684
O  0.6337  0.0032  -1.8756
H  1.2348  2.0205  0.9363
H  -1.7017  -0.5603  0.2296
H  0.3607  -1.6931  -0.9214



4.
Formula: C2H3N2O2S
Source: OMol25
Level of theory: ωB97M-V/def2-TZVPD

Structure (SMILES) ... O=C1CS[N+](=O)N1
HOMO-LUMO gap ... 8.10 eV
Lowest unoccupied orbital energy ... -7.48 eV
Net charge ... +1

CARTESIAN COORDINATES (ANGSTROEM)
O  -2.2350  -0.4474  0.0088
C  -1.0246  -0.2886  0.0175
C  -0.4040  1.1829  -0.0620
S  1.3267  1.1268  -0.2488
N  1.4725  -0.4661  -0.0070
O  2.3940  -1.2288  -0.0085
N  -0.0566  -1.1359  0.0422
H  -0.9275  1.4495  -1.0173
H  -0.7142  1.8214  0.7214
H  0.1687  -2.0138  0.5539



5.
Formula: C2H3N2O3
Source: OMol25
Level of theory: ωB97M-V/def2-TZVPD

HOMO-LUMO gap (spin up / spin down) ... 6.32 / 6.32 eV
Lowest unoccupied orbital energy (spin up / spin down) ... 3.53 / 3.53 eV
Net charge ... -1

CARTESIAN COORDINATES (ANGSTROEM)
C  0.2365  0.7615  0.0867
C  0.9461  -0.1047  -0.6170
N  -1.5593  0.1956  0.4450
N  2.0247  0.4011  -1.3810
O  -2.3203  0.7192  1.3876
O  2.1888  1.6450  -1.5187
O  2.7737  -0.4464  -1.9014
H  0.3798  1.8826  0.0346
H  0.7171  -1.2327  -0.6695
H  -1.3074  -0.7788  0.9013



6.
Formula: C2H3N2O3S
Source: OMol25
Level of theory: ωB97M-V/def2-TZVPD

Structure (SMILES) ... O=N[C@@H](O)C(=O)N[S-]
HOMO-LUMO gap ... 6.26 eV
Lowest unoccupied orbital energy ... 3.39 eV
Net charge ... -1

CARTESIAN COORDINATES (ANGSTROEM)
O  -2.5157  0.4366  -1.1020
N  -1.6859  0.3518  -0.1235
C  -0.5409  -0.4540  -0.2133
O  -0.3579  -1.3477  -1.3331
C  0.5586  0.6691  -0.1545
O  0.8795  1.2368  -1.1745
N  0.9992  0.9537  1.0937
S  0.4847  0.3624  2.5554
H  -0.6858  -1.0709  0.7099
H  0.0121  -0.8782  -2.0313
H  1.9938  1.3008  1.0551



7.
Formula: C2H3N2OP
Source: OMol25
Level of theory: ωB97M-V/def2-TZVPD

Structure (SMILES) ... C1=POCN=N1
HOMO-LUMO gap ... 7.84 eV
Lowest unoccupied orbital energy ... -0.71 eV
Net charge ... 0

CARTESIAN COORDINATES (ANGSTROEM)
C  -0.5802  -1.2931  0.4516
P  -1.7023  0.0038  0.3185
O  -0.7790  1.1442  -0.3450
C  0.6650  1.0208  -0.2051
N  0.9863  -0.2134  -0.9105
N  0.4506  -1.1924  -0.4284
H  -0.9918  -2.3073  0.7990
H  1.3049  1.9384  -0.6094
H  0.6465  0.8991  0.9293



8.
Formula: C2H3N2OS
Source: OMol25
Level of theory: ωB97M-V/def2-TZVPD

Structure (SMILES) ... C1=NC=[NH+]SO1
HOMO-LUMO gap ... 7.99 eV
Lowest unoccupied orbital energy ... -6.82 eV
Net charge ... +1

CARTESIAN COORDINATES (ANGSTROEM)
C  -0.1637  -1.4766  0.1895
N  0.8344  -0.6833  0.1376
C  0.9429  0.5896  -0.2726
N  -0.1935  1.2867  -0.0861
S  -1.7216  0.6085  0.0584
O  -1.2020  -1.1387  -0.5638
H  -0.3495  -2.4240  0.8146
H  1.9463  0.9093  -0.4324
H  -0.0933  2.3286  0.1546



9.
Formula: C2H3N2P
Source: OMol25
Level of theory: ωB97M-V/def2-TZVPD

HOMO-LUMO gap (spin up / spin down) ... 5.89 / 6.40 eV
Lowest unoccupied orbital energy (spin up / spin down) ... -2.10 / -1.98 eV
Net charge ... 0

CARTESIAN COORDINATES (ANGSTROEM)
C  0.8447  0.0271  -0.0279
C  0.6971  1.2937  0.0329
N  -0.1374  -0.9705  -0.0011
N  -1.4063  -0.7579  0.0756
P  -2.5140  0.4231  -0.0379
H  1.7104  -0.5841  -0.1896
H  -0.2389  1.8923  0.3078
H  -1.9723  -1.5237  -0.0099



10.
Formula: C2H3N2P
Source: OMol25
Level of theory: ωB97M-V/def2-TZVPD

HOMO-LUMO gap (spin up / spin down) ... 6.39 / 6.45 eV
Lowest unoccupied orbital energy (spin up / spin down) ... -1.65 / -1.62 eV
Net charge ... 0

CARTESIAN COORDINATES (ANGSTROEM)
C  0.7435  -0.0818  0.0333
C  0.5491  1.2478  -0.0500
N  -0.2085  -1.0511  0.0278
N  -1.4571  -0.7836  -0.0218
P  -2.5664  0.4345  0.0059
H  1.6124  -0.5559  0.3044
H  1.1887  2.1458  0.0302
H  -2.0101  -1.6641  -0.3126



11.
Formula: C2H3N2P
Source: OMol25
Level of theory: ωB97M-V/def2-TZVPD

Structure (SMILES) ... c1cp[nH]n1
HOMO-LUMO gap ... 9.67 eV
Lowest unoccupied orbital energy ... 0.62 eV
Net charge ... 0

CARTESIAN COORDINATES (ANGSTROEM)
C  -0.6611  -0.0278  0.7164
C  -0.1403  1.1151  0.2342
P  0.8193  0.7264  -1.1478
N  0.5418  -0.9129  -0.8415
N  -0.1807  -1.1709  0.2616
H  -1.3113  -0.2290  1.4765
H  -0.2619  2.0927  0.4944
H  1.1941  -1.5937  -1.1937



12.
Formula: C2H3N2PS
Source: OMol25
Level of theory: ωB97M-V/def2-TZVPD

HOMO-LUMO gap ... 9.52 eV
Lowest unoccupied orbital energy ... 0.40 eV
Net charge ... 0

CARTESIAN COORDINATES (ANGSTROEM)
C  -2.0566  -1.0597  0.0952
C  -0.3210  0.1612  0.4783
N  -0.7581  -1.0883  0.3215
N  -1.2308  1.1637  0.5341
P  1.4559  0.4606  0.5345
S  -2.7035  0.5097  0.2818
H  -2.4725  -1.9979  -0.1656
H  1.4132  1.6963  -0.0844
H  1.7618  -0.3645  -0.5028



Energy relative to the best compared isomer or geometry (same formula, charge and spin), respectively: 106.69, 71.24, 518.60, 114.01, 790.31, 283.44, 236.41, 246.51, 627.41, 551.67, 0.00, 0.00 kJ/mol.